C32H56N2O10PSi | the ωB97M-V functional and the def2-TZVPD basis

Each line ends with the Mulliken charge.
Positions of all 102 atoms, in Å:
1 C 3.30 0.50 0.18  -0.91
2 C 3.02 -0.93 -0.64  -0.16
3 C 2.84 -0.73 -2.25  0.02
4 O 1.64 -1.35 -2.83  -0.33
5 C 1.26 -0.66 -4.11  -1.00
6 C 0.19 0.54 -3.63  0.20
7 C 0.80 2.06 -3.56  -0.21
8 C -0.25 3.23 -3.07  0.15
9 P 0.43 5.03 -3.01  0.19
10 N 1.86 4.97 -4.14  -0.63
11 O 1.01 5.44 -1.42  -0.44
12 C -1.80 2.78 -2.70  -0.03
13 C -2.79 4.02 -2.25  -0.75
14 C -2.52 4.48 -0.66  0.06
15 O -1.94 5.85 -0.73  -0.36
16 Si -1.87 6.56 0.88  0.80
17 C -0.56 8.01 0.78  -1.07
18 C -1.25 5.35 2.26  -0.96
19 C -3.54 7.43 1.40  -0.97
20 N -2.25 1.31 -2.79  0.31
21 O -3.52 1.07 -2.42  -0.28
22 C -3.68 1.05 -0.95  -0.04
23 C -5.10 1.78 -0.45  -0.43
24 C -5.16 1.52 1.20  -0.97
25 C -1.39 0.16 -3.24  0.42
26 C -1.74 -1.40 -3.44  -0.54
27 C -3.15 -2.01 -2.97  -0.23
28 C -2.87 -3.58 -2.47  -0.78
29 C -2.42 -3.53 -0.87  0.43
30 C -1.85 -2.18 -0.11  0.21
31 C -1.35 -2.16 1.49  -0.61
32 C -1.47 -3.52 2.39  -0.33
33 C -2.07 -4.86 1.66  -0.47
34 C -2.53 -4.91 0.06  -0.61
35 H 3.88 0.32 1.21  0.32
36 H 3.93 1.26 -0.45  0.29
37 H 2.24 0.97 0.44  0.16
38 H 2.09 -1.42 -0.10  0.16
39 H 3.96 -1.61 -0.37  0.15
40 H 2.93 0.43 -2.48  -0.03
41 H 3.77 -1.28 -2.76  0.22
42 H 0.75 -1.48 -4.77  0.29
43 H 2.25 -0.24 -4.57  0.37
44 H 1.92 2.30 -3.84  0.13
45 H 2.29 5.93 -4.17  0.33
46 H 2.60 4.37 -3.68  0.27
47 H 0.95 4.62 -0.85  0.31
48 H -2.69 4.93 -2.98  0.54
49 H -3.94 3.69 -2.30  0.35
50 H -3.53 4.56 -0.04  0.07
51 H -1.80 3.72 -0.11  0.04
52 H -0.40 8.28 -0.34  0.23
53 H -0.98 8.93 1.39  0.31
54 H 0.41 7.65 1.32  0.28
55 H -2.15 5.18 3.00  0.25
56 H -0.82 4.36 1.80  0.23
57 H -0.43 5.95 2.87  0.35
58 H -3.81 8.35 0.70  0.27
59 H -3.32 7.87 2.49  0.28
60 H -4.43 6.67 1.52  0.26
61 H -2.82 1.64 -0.37  0.02
62 H -3.70 -0.02 -0.48  0.35
63 H -5.98 1.28 -1.02  0.35
64 H -5.07 2.95 -0.58  0.12
65 H -5.65 2.44 1.77  0.31
66 H -5.64 0.49 1.48  0.32
67 H -4.03 1.47 1.57  0.24
68 H -0.88 -2.03 -2.91  0.29
69 H -1.61 -1.65 -4.60  0.44
70 H -3.70 -1.50 -2.07  -0.03
71 H -3.89 -2.11 -3.90  0.44
72 H -3.87 -4.20 -2.57  0.43
73 H -2.01 -4.02 -3.17  0.31
74 H -1.76 -1.14 -0.66  0.10
75 H -0.93 -1.14 1.94  0.28
76 H -1.14 -3.45 3.52  0.37
77 H -2.19 -5.83 2.32  0.29
78 H -2.95 -5.93 -0.35  0.29
79 C 1.94 -4.29 4.92  -0.66
80 O 0.98 -3.96 5.92  -0.28
81 C 1.02 -4.75 7.02  0.75
82 O 1.80 -5.68 7.20  -0.53
83 O 0.06 -4.33 7.88  -0.30
84 C 0.00 -5.08 9.09  -0.61
85 H 1.81 -3.59 4.08  0.18
86 H 2.95 -4.17 5.31  0.34
87 H 1.78 -5.30 4.54  0.31
88 H 0.94 -4.99 9.65  0.29
89 H -0.24 -6.13 8.89  0.29
90 H -0.80 -4.65 9.71  0.22
91 C 9.02 -4.29 -1.06  -0.61
92 O 7.77 -4.47 -0.40  -0.31
93 C 6.72 -4.66 -1.23  0.75
94 O 6.76 -4.69 -2.45  -0.54
95 O 5.61 -4.82 -0.47  -0.28
96 C 4.41 -5.03 -1.22  -0.53
97 H 9.79 -4.15 -0.30  0.22
98 H 9.28 -5.18 -1.65  0.29
99 H 9.00 -3.40 -1.70  0.28
100 H 4.48 -5.95 -1.81  0.33
101 H 4.20 -4.17 -1.86  0.18
102 H 3.58 -5.14 -0.51  0.22

## Properties
HOMO-LUMO gap: 0.2366 hartree
Total energy: -2744.66651 a.u.
LUMO energy: -4.300 eV
F_max: 0.104 Eh/bohr
Charge: +1